A structure of composition C4H6BaO, computed with the ωB97M-V functional and the def2-TZVPD basis.

Each line ends with the Löwdin charge.
Atoms and positions in Å:
O (1.36042, -0.50049, -1.07841)  -0.6344
C (0.40917, 0.42851, 2.16776)  -0.4755
C (-0.34660, 1.43365, 1.63534)  -0.2264
H (-0.07833, -0.04168, 3.03923)  -0.0571
H (0.09962, 2.13718, 0.92010)  0.0122
H (-1.36194, 1.65500, 1.99490)  0.0228
Ba (2.53068, -0.76261, 1.07234)  1.6590
C (0.14645, -0.26110, -1.71525)  -0.3914
C (-0.83813, -1.18060, -1.76352)  -0.0626
H (0.25763, 0.47138, -2.52974)  0.0876
H (-0.84274, -1.99452, -1.03081)  0.0337
H (-1.33621, -1.38473, -2.71195)  0.0321

Results
energy	-256.60466	Eh
LUMO	-1.1	eV
charge	0
multiplicity	1
E_HOMO	-7.009	eV

The molecule C2H4N2OS, computed with the ωB97M-V functional and the def2-TZVPD basis.

Each line ends with the natural charge from an NBO analysis.
Atoms and positions in Å:
C (-0.53101, -0.09561, 0.31056)  0.2879
C (1.32981, 1.18052, -0.95978)  0.4999
H (-2.19010, -0.93479, -1.11587)  0.4636
H (-0.63758, 0.17744, -1.62791)  0.4429
H (0.76859, 0.98721, 1.24892)  0.4596
H (1.91670, 2.30273, -0.64383)  0.2069
N (-1.26318, -0.27217, -0.84552)  -0.8160
N (0.64989, 0.62871, 0.14509)  -0.6785
O (1.05915, 0.57770, -2.18629)  -0.6363
S (-0.55191, -1.00997, 1.77671)  -0.2299

Results
energy	-661.44062	Eh
LUMO	-0.7	eV
charge	0
multiplicity	1
relative energy (zero: lowest compared OMol25 entry of this formula, charge and spin)	90.93	kcal/mol
E_HOMO	-8.731	eV
SMILES	NC(=S)NC=O

A structure of composition C3H5O3Tl, computed with the ωB97M-V functional and the def2-TZVPD basis.

Each line ends with the Löwdin charge.
Atoms and positions in Å:
Tl (1.80471, 0.54545, 0.41169)  1.8033
O (1.22061, -1.17730, -0.18467)  -0.0155
O (-0.94806, -0.98598, 0.44382)  0.0311
C (-1.97087, -0.02120, 0.24831)  -0.0633
C (-1.20241, 1.27857, -0.04394)  -0.0689
O (0.07161, 0.81003, -0.48630)  -0.1749
C (0.02294, -0.77750, -0.52397)  -0.4143
H (-2.59103, -0.30781, -0.61543)  0.1640
H (-2.59321, 0.03042, 1.14740)  0.1702
H (-1.09542, 1.90173, 0.85237)  0.1606
H (-1.67804, 1.86803, -0.83740)  0.1675
H (-0.31897, -1.04661, -1.53986)  0.2402

Results
energy	-514.55906	Eh
LUMO (spin up / spin down)	-15.0 / -15.0	eV
charge	+2
multiplicity	1
relative energy (zero: lowest compared OMol25 entry of this formula, charge and spin)	53.09	kcal/mol
E_HOMO (spin up / spin down)	-20.426 / -20.426	eV

A structure of composition C44H60O4S4, computed with the ωB97M-V functional and the def2-TZVPD basis.

Each line ends with the Löwdin charge.
Atoms and positions in Å:
C (-47.87741, 1.92868, 22.92492)  -0.3358
S (-49.12049, 0.86440, 22.44242)  0.8657
O (-48.69948, 0.44216, 21.00709)  -0.6140
C (-48.91017, -0.59239, 23.59423)  -0.1629
H (-46.65182, 1.58565, 22.85510)  0.1345
H (-48.31575, 2.20518, 23.94299)  0.0718
H (-47.76408, 2.81196, 22.43567)  -0.0013
H (-49.63703, -1.06734, 23.48527)  -0.1399
H (-48.59433, -0.09935, 24.58092)  0.1016
H (-47.95965, -1.03883, 23.38048)  0.0277
C (-48.30752, 0.32552, 17.68651)  -0.2736
S (-48.46076, 1.06120, 16.05871)  0.8893
O (-48.11311, -0.27946, 15.29737)  -0.6116
C (-50.26965, 1.17300, 16.01778)  -0.2539
H (-47.33319, 0.35405, 18.14612)  0.0537
H (-48.88378, -0.42553, 17.93761)  -0.0061
H (-48.66368, 1.30718, 18.18480)  0.0613
H (-50.55497, 0.14974, 15.93111)  0.0367
H (-50.34197, 1.78901, 15.09355)  0.0552
H (-50.40391, 1.58911, 17.08684)  0.0762
C (-52.47514, -3.52291, 23.15042)  -0.3202
S (-52.24664, -2.29577, 21.92715)  0.8116
O (-51.85283, -1.07226, 22.73864)  -0.5626
C (-50.81355, -2.78381, 20.94407)  -0.2576
H (-51.61986, -3.50216, 23.88516)  0.0475
H (-52.62903, -4.67793, 22.75300)  0.1251
H (-53.27325, -3.25247, 23.88242)  0.0575
H (-51.07048, -3.74265, 20.43993)  0.0639
H (-49.89112, -3.01753, 21.41088)  0.0218
H (-50.90661, -1.98221, 20.15797)  0.0701
C (-45.68269, -2.42929, 21.86685)  -0.2403
S (-46.17811, -1.28452, 20.57434)  0.8764
O (-44.88547, -1.18056, 19.73692)  -0.5839
C (-47.15563, -2.50512, 19.66422)  -0.2240
H (-44.99334, -1.91201, 22.43972)  0.0029
H (-45.35684, -3.37712, 21.66079)  -0.0022
H (-46.66399, -2.56465, 22.47082)  0.0662
H (-46.51410, -3.30369, 19.35016)  0.0585
H (-47.78433, -2.21160, 18.97199)  -0.0190
H (-47.95586, -2.85655, 20.27098)  0.0216
C (-41.48427, -0.77848, 23.86953)  -0.0655
C (-42.97780, -0.58989, 24.18163)  -0.0735
C (-43.45975, 0.70161, 23.93129)  -0.1770
C (-42.63908, 1.64925, 23.46514)  -0.1825
C (-41.24387, 1.60722, 23.30335)  -0.0816
C (-40.60946, 0.26768, 23.52742)  -0.1031
H (-40.98537, -1.57657, 24.12867)  0.0196
H (-43.47267, -1.40415, 24.83347)  0.1198
H (-44.81601, 0.69580, 23.99386)  0.1740
H (-43.12684, 2.67118, 23.19928)  0.1292
H (-40.49950, 2.44487, 22.90104)  0.1386
H (-39.51061, 0.24499, 23.19003)  0.1142
C (-39.23914, 0.31217, 17.38252)  -0.0847
C (-40.42010, -0.58260, 17.10467)  -0.0733
C (-41.30965, -0.92056, 18.09920)  -0.1419
C (-41.13465, -0.61013, 19.42806)  -0.1267
C (-40.03176, 0.15763, 19.79661)  -0.0727
C (-39.01999, 0.66607, 18.76403)  -0.0838
H (-38.60082, 0.77203, 16.45833)  0.1344
H (-40.36284, -0.89030, 16.03497)  0.0971
H (-42.11244, -1.45401, 17.97427)  0.0126
H (-42.09549, -0.92394, 20.07183)  0.1434
H (-39.97340, 0.56854, 21.03213)  0.1273
H (-38.25911, 1.34662, 19.04709)  0.0553
C (-47.46262, -5.05269, 25.42611)  -0.0837
C (-47.31632, -6.27666, 26.40787)  -0.0624
C (-48.18022, -6.49070, 27.46299)  -0.1064
C (-49.31743, -5.59282, 27.72328)  -0.0747
C (-49.60803, -4.58352, 26.77649)  -0.0399
C (-48.62376, -4.18566, 25.55151)  -0.0467
H (-46.94705, -4.58696, 24.48820)  0.0946
H (-46.30025, -6.80771, 26.17889)  0.1131
H (-48.07509, -7.21879, 28.04722)  0.0115
H (-49.77806, -5.99325, 28.64752)  0.1068
H (-50.44219, -3.94998, 26.91404)  0.0500
H (-48.66417, -3.43090, 24.74808)  0.0589
C (-42.77033, -4.69788, 22.18415)  -0.0563
C (-42.92061, -5.67477, 23.30570)  -0.0407
C (-43.71259, -6.93001, 23.06947)  -0.0635
C (-44.22560, -7.12722, 21.75841)  -0.1013
C (-44.14594, -6.20633, 20.71752)  -0.0498
C (-43.44486, -4.90394, 20.90467)  -0.0149
H (-42.09760, -3.92366, 22.35124)  0.0524
H (-42.72604, -5.53015, 24.48093)  0.1258
H (-44.03931, -7.40495, 23.88187)  0.0285
H (-44.88961, -7.92428, 21.37841)  0.1073
H (-44.52393, -6.48664, 19.90394)  0.0126
H (-43.21951, -4.32169, 20.17380)  0.0223
C (-48.96804, -7.48298, 19.76227)  -0.0618
C (-48.20786, -6.32580, 20.43813)  -0.0691
C (-48.23736, -6.30707, 21.79924)  -0.1468
C (-48.98717, -7.21823, 22.51958)  -0.1316
C (-49.76980, -8.18720, 21.97442)  -0.0558
C (-49.82248, -8.42590, 20.44640)  -0.0230
H (-48.96225, -7.58420, 18.58854)  0.1145
H (-47.59864, -5.61988, 19.79241)  0.1010
H (-47.62805, -5.60748, 22.27319)  0.0641
H (-48.91809, -7.09813, 23.59746)  0.0946
H (-50.45936, -8.84026, 22.49575)  0.0862
H (-50.28595, -9.18998, 20.01974)  0.0280
C (-43.39354, -3.23828, 14.49087)  -0.0455
C (-44.74783, -3.10218, 13.67255)  -0.0608
C (-45.87879, -2.68308, 14.27289)  -0.1503
C (-45.85978, -2.31123, 15.57620)  -0.1359
C (-44.70227, -2.35247, 16.37921)  -0.0597
C (-43.39439, -2.98174, 15.92127)  -0.0853
H (-42.40125, -3.34472, 13.90852)  0.0962
H (-44.66995, -3.03785, 12.67767)  0.0388
H (-46.53761, -2.65634, 13.46754)  0.0913
H (-46.86923, -2.04138, 16.00924)  0.0929
H (-44.92180, -2.28329, 17.57094)  0.1049
H (-42.43357, -3.11170, 16.48451)  0.0825

Results
energy	-3605.39369	Eh
LUMO	0.3	eV
charge	0
multiplicity	1
relative energy (zero: lowest compared OMol25 entry of this formula, charge and spin)	0.00	kcal/mol
E_HOMO	-8.107	eV

no.,F_max (eV Å⁻¹)
1,3.5
2,8.3
3,7.1
4,16.6